(1)
Here is C36H50N6O2PS2SeSiTl as an isolated structure from the OMol25 dataset. Energies are from the ωB97M-V functional and the def2-TZVPD basis.

Geometry as XYZ:
```
100
Properties=species:S:1:pos:R:3:forces:R:3
Tl -0.170 -1.507 0.594 -0.053 -0.084 -0.230
N -4.629 -2.924 0.168 0.004 -0.044 0.044
C -3.429 -2.810 0.834 -0.071 0.040 0.005
S -2.110 -3.739 0.252 0.027 -0.037 -0.009
N -3.477 -2.015 1.888 0.051 -0.027 -0.073
N -2.256 -1.748 2.408 -0.019 0.132 0.129
C -2.240 -1.154 3.539 -0.008 -0.099 -0.019
C -0.977 -0.734 4.158 0.031 0.030 -0.024
C -0.972 -0.187 5.439 0.011 -0.014 -0.001
C 0.237 0.190 6.007 0.007 0.009 0.005
C 1.405 0.024 5.283 -0.065 -0.009 -0.002
C 1.298 -0.507 4.003 0.072 0.043 0.025
N 0.151 -0.880 3.452 -0.036 0.001 0.018
H -4.545 -3.253 -0.781 -0.010 0.029 0.008
H -5.253 -2.144 0.314 0.006 0.009 -0.009
H -3.173 -0.952 4.070 -0.005 0.009 -0.002
H -1.906 -0.067 5.974 -0.002 -0.003 0.003
H 0.262 0.613 7.004 0.002 -0.005 0.004
H 2.389 0.289 5.648 -0.001 0.006 0.017
H 2.201 -0.607 3.407 -0.008 -0.042 -0.021
C -6.475 -4.683 -3.337 -0.007 -0.009 -0.007
C -5.291 -3.763 -3.483 -0.003 0.009 -0.006
C -4.025 -4.163 -3.059 0.004 -0.001 -0.017
C -2.930 -3.325 -3.192 0.007 0.010 0.009
C -3.089 -2.068 -3.760 -0.013 0.024 -0.027
C -4.341 -1.654 -4.188 0.002 0.006 -0.029
C -5.434 -2.499 -4.047 -0.005 -0.016 0.009
S -1.686 -0.963 -3.811 -0.028 0.004 0.052
O -2.086 0.132 -4.682 -0.020 0.006 0.017
O -0.557 -1.748 -4.251 -0.006 -0.023 0.005
N -1.460 -0.588 -2.299 0.092 0.017 -0.069
C -2.323 0.190 -1.595 -0.032 -0.057 -0.009
C -3.328 1.040 -2.128 0.033 0.008 0.000
C -4.139 1.749 -1.274 -0.016 -0.001 0.010
C -3.974 1.643 0.106 0.005 0.001 -0.002
C -2.964 0.810 0.550 0.036 0.065 -0.035
N -2.166 0.116 -0.255 -0.038 -0.030 0.162
H -6.337 -5.367 -2.499 0.000 0.002 0.004
H -6.618 -5.287 -4.237 0.004 -0.001 0.001
H -7.394 -4.120 -3.168 0.001 0.004 -0.003
H -3.897 -5.127 -2.581 0.007 -0.010 -0.001
H -1.959 -3.623 -2.823 0.003 -0.008 0.009
H -4.447 -0.672 -4.630 0.007 0.004 0.008
H -6.415 -2.167 -4.372 0.000 0.000 -0.001
H -3.419 1.139 -3.198 0.006 -0.007 -0.014
H -4.904 2.399 -1.687 -0.003 0.000 0.003
H -4.596 2.180 0.808 0.001 0.005 -0.005
H -2.777 0.689 1.611 -0.018 -0.003 0.001
C 3.355 0.745 0.582 -0.005 -0.003 -0.002
C 2.532 2.033 0.499 0.012 0.073 -0.014
C 1.704 2.149 1.787 -0.032 -0.043 -0.006
C 3.471 3.237 0.428 -0.026 0.015 0.006
P 1.235 1.802 -0.839 -0.100 -0.038 -0.018
C 0.513 3.492 -1.027 0.001 0.009 0.014
C 1.183 4.653 -1.425 -0.016 0.008 0.032
C 0.509 5.857 -1.566 0.015 -0.002 -0.005
C -0.855 5.930 -1.309 -0.002 0.002 0.000
C -1.536 4.791 -0.914 -0.016 0.004 -0.002
C -0.857 3.586 -0.778 0.018 -0.022 -0.031
C 2.024 1.476 -2.519 0.061 -0.021 0.004
C 3.356 2.149 -2.844 0.021 -0.017 0.013
C 0.977 1.881 -3.564 0.026 -0.001 -0.009
C 2.201 -0.049 -2.609 -0.040 0.000 -0.015
H 3.909 0.719 1.527 0.026 -0.007 -0.027
H 4.069 0.663 -0.240 0.016 0.005 0.020
H 2.708 -0.135 0.551 0.000 -0.021 0.008
H 2.374 2.198 2.652 0.001 0.012 -0.008
H 1.059 1.276 1.912 -0.007 0.020 0.008
H 1.066 3.038 1.777 0.026 0.027 0.009
H 4.172 3.183 1.267 0.005 -0.007 0.003
H 2.921 4.176 0.515 0.008 -0.007 0.010
H 4.054 3.262 -0.493 0.013 -0.006 -0.005
H 2.244 4.621 -1.627 0.008 -0.003 -0.017
H 1.051 6.743 -1.878 0.001 0.000 0.000
H -1.380 6.871 -1.422 -0.001 0.004 0.001
H -2.602 4.825 -0.720 -0.003 -0.001 0.003
H -1.399 2.694 -0.489 0.009 0.020 0.016
H 3.295 3.237 -2.819 -0.011 0.017 0.009
H 3.657 1.863 -3.859 -0.003 -0.002 -0.003
H 4.148 1.829 -2.166 -0.003 0.011 -0.003
H 0.902 2.966 -3.665 -0.004 -0.002 0.004
H -0.009 1.486 -3.316 -0.027 0.002 -0.002
H 1.257 1.459 -4.534 0.004 0.004 -0.007
H 2.911 -0.426 -1.872 0.006 0.005 0.023
H 2.575 -0.309 -3.605 0.003 0.005 -0.004
H 1.247 -0.560 -2.475 0.006 0.003 0.013
C 4.619 -2.281 1.856 0.002 -0.037 -0.024
Si 5.113 -1.963 3.660 -0.021 0.028 0.006
C 6.853 -2.707 3.792 -0.003 0.014 0.015
C 4.001 -3.109 4.681 0.012 0.002 -0.007
Se 5.061 0.137 4.338 0.002 -0.013 -0.062
H 4.801 -3.337 1.627 -0.007 0.000 -0.032
H 5.225 -1.680 1.173 0.024 0.016 0.012
H 3.570 -2.074 1.625 0.041 0.022 0.138
H 6.879 -3.750 3.459 -0.004 -0.013 -0.003
H 7.201 -2.659 4.826 0.005 -0.002 0.005
H 7.551 -2.129 3.181 0.004 -0.001 -0.004
H 4.129 -4.156 4.388 0.008 -0.009 -0.002
H 2.947 -2.852 4.548 -0.010 0.013 0.005
H 4.234 -3.011 5.744 0.008 -0.007 0.007
```
Positions in Å, forces in eV/Å.

Results
E_HOMO	-2.136	eV
LUMO energy	4.01	eV
energy relative to the best compared isomer or geometry (same formula, charge and spin)	0.0	kcal/mol
HOMO-LUMO gap	0.226	Ha
charge	-2

Atom charges from the Löwdin analysis, given in e for atoms 1 to 2: 0.6166, 0.0616



(2)
Here is C45H51BrClFN6O13 as an isolated structure from the OMol25 dataset. Energies are from the ωB97M-V functional and the def2-TZVPD basis.

Geometry as XYZ:
```
118
Properties=species:S:1:pos:R:3:forces:R:3
C -5.569 0.889 3.778 0.051 0.103 -0.024
C -5.046 1.944 3.036 0.190 -0.083 0.122
C -3.623 2.062 2.486 0.220 0.641 3.053
C -2.929 0.702 2.195 -0.737 1.594 -1.333
C -1.643 1.045 1.381 -0.299 0.625 -0.355
N -0.951 2.243 1.868 0.633 -0.472 -0.079
C 0.439 2.301 1.408 0.035 1.119 0.247
C 0.973 3.724 1.608 0.916 -0.501 -0.285
O 0.391 4.630 0.686 -0.256 -0.006 0.149
C 1.018 5.894 0.751 0.153 0.981 0.391
C 0.114 7.014 0.230 -0.100 0.026 -0.229
C -3.855 -0.153 1.275 0.871 -0.623 -0.164
C -4.467 0.589 0.071 -0.081 -0.754 -0.586
C -4.378 -0.198 -1.265 0.281 0.691 -0.119
F -5.838 0.785 0.330 0.242 0.227 0.080
O -2.676 0.122 3.470 0.025 -0.603 -0.980
C -2.032 -1.118 3.435 0.021 0.260 0.898
Br -0.240 -0.872 4.261 -1.671 -0.162 2.767
C -2.834 -2.071 4.350 0.777 -0.168 -0.140
C -3.868 -2.913 3.608 -1.382 0.631 0.952
O -5.033 -2.768 3.827 0.800 -0.344 -0.464
Cl -3.392 -4.168 2.406 0.416 0.647 0.402
H -6.222 0.160 3.270 -1.664 1.409 0.855
H -5.354 0.690 4.834 1.678 -1.107 -0.849
H -5.707 2.810 2.856 -0.343 -1.114 -1.927
H -3.635 2.743 1.628 -0.084 -0.319 0.104
H -2.992 2.553 3.258 0.134 -0.118 -0.522
H -1.944 1.261 0.331 -0.113 -0.481 0.310
H -0.947 0.198 1.316 -0.175 0.203 0.300
H -1.387 3.080 1.493 -0.198 -0.186 0.102
H 0.561 2.078 0.328 -0.018 -0.221 0.338
H 1.071 1.649 2.024 -0.247 -0.062 -0.319
H 2.062 3.689 1.395 -0.271 0.008 0.241
H 0.839 4.065 2.652 -0.119 -0.080 -0.339
H 1.981 5.917 0.204 -0.316 -0.316 0.075
H 1.269 6.136 1.804 -0.154 -0.192 -0.276
H 0.506 7.993 0.544 0.068 -0.364 -0.098
H 0.044 7.031 -0.869 -0.046 -0.191 0.347
H -0.894 6.947 0.663 0.304 -0.147 -0.178
H -4.672 -0.648 1.816 0.232 0.300 -0.012
H -3.227 -0.967 0.863 -0.239 0.225 0.145
H -4.023 1.575 -0.119 -0.256 -0.153 0.405
H -3.927 -1.192 -1.163 -0.413 0.126 0.027
H -3.746 0.366 -1.972 -0.106 -0.253 0.251
H -5.374 -0.221 -1.728 0.272 -0.285 0.248
H -1.832 -1.509 2.431 -0.052 0.074 0.263
H -2.136 -2.657 4.962 -0.304 -0.305 -0.545
H -3.388 -1.445 5.062 -0.005 -0.173 -0.390
C -4.528 11.262 0.454 -0.018 0.009 -0.009
C -3.593 12.157 0.959 -0.069 -0.136 -0.034
C -2.473 11.687 1.626 0.087 0.265 0.029
C -2.300 10.322 1.775 -0.301 0.122 -0.187
C -3.227 9.420 1.283 -0.077 -0.266 -0.053
C -4.347 9.896 0.619 0.027 0.152 0.004
N -1.102 9.820 2.460 0.100 -0.034 0.126
O -0.315 10.637 2.896 -0.021 0.009 -0.042
O -0.964 8.616 2.544 -0.085 0.085 0.130
H -5.400 11.632 -0.071 0.014 -0.008 0.020
H -3.737 13.221 0.830 0.030 -0.015 0.024
H -1.748 12.387 2.017 0.081 -0.152 0.043
H -3.089 8.355 1.407 0.145 0.058 0.076
H -5.078 9.201 0.228 0.033 -0.014 0.023
C 4.968 -2.290 -0.132 0.052 0.035 0.010
C 4.056 -3.337 -0.127 -0.097 0.079 0.278
C 2.829 -3.185 0.498 -0.041 -0.187 -0.058
C 2.528 -1.978 1.110 0.414 -0.158 0.039
C 3.432 -0.930 1.118 0.046 0.278 0.097
C 4.657 -1.091 0.494 0.012 -0.213 0.003
N 1.224 -1.803 1.748 0.164 0.136 -0.076
O 0.447 -2.746 1.747 -0.138 0.159 -0.175
O 0.968 -0.721 2.251 1.215 -0.217 -2.849
H 5.923 -2.411 -0.627 -0.030 -0.031 -0.001
H 4.303 -4.268 -0.614 -0.122 0.182 0.233
H 2.122 -4.002 0.499 -0.091 0.115 0.097
H 3.195 0.009 1.600 -0.143 -0.073 0.006
H 5.371 -0.278 0.490 -0.043 0.008 0.049
C 8.982 0.992 -3.804 0.016 0.001 -0.007
C 8.065 -0.050 -3.800 0.070 0.137 0.030
C 6.838 0.108 -3.177 -0.082 -0.269 -0.063
C 6.542 1.315 -2.567 0.340 -0.050 -0.176
C 7.449 2.360 -2.557 0.073 0.270 0.068
C 8.676 2.194 -3.179 -0.015 -0.152 -0.054
N 5.232 1.492 -1.926 -0.133 0.049 0.013
O 4.470 0.548 -1.937 -0.023 0.043 -0.088
O 4.988 2.572 -1.424 0.049 -0.028 0.029
H 9.939 0.868 -4.296 -0.018 0.000 0.018
H 8.307 -0.986 -4.286 -0.036 0.002 0.027
H 6.127 -0.707 -3.176 -0.097 0.121 0.078
H 7.214 3.298 -2.074 -0.155 -0.084 0.023
H 9.394 3.004 -3.181 -0.036 0.004 0.021
C -3.686 -6.696 0.171 0.032 -0.036 -0.005
C -3.265 -7.952 -0.245 -0.081 0.133 -0.021
C -3.762 -8.497 -1.418 0.168 -0.223 0.039
C -4.677 -7.773 -2.164 0.134 0.151 0.311
C -5.111 -6.523 -1.756 -0.139 0.224 -0.040
C -4.611 -5.984 -0.581 0.085 -0.094 0.028
N -5.187 -8.338 -3.420 -0.066 -0.062 -0.116
O -4.800 -9.445 -3.740 0.017 0.015 0.030
O -5.963 -7.665 -4.068 0.011 0.009 0.035
H -3.292 -6.270 1.084 -0.022 -0.130 -0.077
H -2.545 -8.504 0.344 -0.022 -0.016 -0.027
H -3.432 -9.475 -1.738 -0.110 0.039 -0.136
H -5.828 -5.965 -2.341 0.017 -0.142 -0.102
H -4.940 -5.007 -0.252 -0.015 -0.024 -0.010
C 3.646 -8.935 -4.433 -0.004 -0.013 -0.007
C 4.952 -9.069 -3.981 -0.139 0.065 -0.035
C 5.595 -7.994 -3.389 0.237 -0.154 0.050
C 4.917 -6.794 -3.253 -0.198 -0.289 -0.145
C 3.618 -6.644 -3.707 -0.231 0.169 -0.020
C 2.981 -7.723 -4.300 0.106 -0.110 0.010
N 5.586 -5.661 -2.605 0.074 0.041 -0.069
O 6.732 -5.813 -2.234 -0.019 0.021 0.007
O 4.952 -4.629 -2.471 0.225 -0.200 -0.440
H 3.144 -9.778 -4.891 0.013 0.022 0.003
H 5.468 -10.014 -4.087 0.019 0.035 0.014
H 6.612 -8.103 -3.038 -0.031 0.159 0.053
H 3.095 -5.704 -3.602 0.145 0.038 0.074
H 1.965 -7.620 -4.656 0.021 0.033 0.016
```
Positions in Å, forces in eV/Å.

Results
E_HOMO	-6.822	eV
LUMO energy	-0.93	eV
HOMO-LUMO gap	0.217	Ha

Atom charges from the Löwdin analysis, given in e for atoms 1 to 2: -0.0213, -0.1271



(3)
Here is C5H10O as an isolated structure from the OMol25 dataset. Energies are from the ωB97M-V functional and the def2-TZVPD basis.

Geometry as XYZ:
```
16
Properties=species:S:1:pos:R:3:forces:R:3
C 1.607 0.270 1.846 0.751 -0.186 0.676
O 0.271 -0.072 1.747 0.032 -0.330 0.569
C -0.090 -0.658 0.547 -2.901 3.716 2.787
C -1.756 -0.707 -1.633 0.848 1.011 -0.562
C -0.471 -0.323 -1.394 -2.230 -0.466 -2.447
C -0.221 0.905 -0.586 1.689 -1.916 -1.823
H 1.680 0.715 2.835 0.515 0.043 0.066
H 1.952 0.984 1.089 -0.173 -0.082 -0.005
H 2.183 -0.660 1.795 0.510 0.208 0.000
H 0.532 -1.585 0.381 -1.060 1.126 -1.146
H -2.531 0.019 -1.379 -0.212 -0.613 0.429
H -2.002 -1.466 -2.375 0.078 -0.063 0.455
H 0.208 -0.997 -1.922 0.782 0.747 0.684
H 0.785 1.250 -0.819 0.244 0.082 0.580
H -1.272 0.592 0.788 1.549 -2.588 -1.334
H -0.875 1.733 -0.920 -0.419 -0.689 1.071
```
Positions in Å, forces in eV/Å.

Results
E_HOMO (alpha / beta)	-7.835 / -7.619	eV
LUMO energy (alpha / beta)	-0.45 / -0.41	eV
energy relative to the best compared isomer or geometry (same formula, charge and spin)	232.8	kcal/mol
HOMO-LUMO gap (alpha / beta)	0.272 / 0.265	Ha

Atom charges from the Löwdin analysis, given in e for atoms 1 to 2: -0.1366, -0.3119



Calculated max |F| (eV/A), listed in the same order as above: 0.251; 3.237; 5.477